Record 1
DFT (ωB97M-V with the def2-TZVPD basis set) results for 9 unconnected molecules or ions with the total composition C18H56N10O12 at a distorted geometry.

```
96
Properties=species:S:1:pos:R:3:forces:R:3
C 14.8878 5.9906 12.9750 0.33 -1.20 -1.03
C 13.3625 5.8168 12.7176 1.54 1.72 -0.12
C 12.8039 4.4202 13.0529 -1.30 1.43 1.52
O 11.4353 4.3747 12.6634 -0.39 -0.89 -0.82
C 10.7901 3.1468 13.0066 0.96 0.25 0.24
N 12.7638 6.9287 13.4646 -1.61 -0.93 1.33
H 15.1952 5.9987 14.0222 -0.40 -0.69 0.19
H 15.3369 6.9267 12.6391 -0.76 0.24 -0.49
H 15.3905 5.2130 12.3902 0.52 -0.16 0.40
H 13.1387 6.0186 11.6677 0.22 -0.22 -0.18
H 12.6944 4.3900 14.1440 0.89 -0.34 0.35
H 13.3638 3.5513 12.7041 0.24 0.20 -0.31
H 9.7761 3.1662 12.6163 0.07 0.03 0.05
H 10.8071 2.9473 14.0830 -0.37 0.56 0.32
H 11.3330 2.2620 12.6595 0.03 0.07 -0.74
H 13.2817 7.8018 13.4648 0.28 -0.30 -0.93
H 12.8683 6.6568 14.4378 -0.39 0.02 0.27
C 23.7338 9.1182 15.3006 -0.52 0.83 0.56
C 22.3285 9.0323 15.8998 -0.37 0.35 -0.06
C 21.4995 10.3497 15.7606 1.34 -0.89 -0.15
O 20.3146 10.2242 16.5367 0.42 -0.04 -0.40
C 19.6920 11.4401 16.7840 -1.23 0.82 1.00
N 21.6347 7.9442 15.2306 -0.72 -0.35 -0.54
H 24.2537 9.9487 15.7827 0.32 -0.13 0.02
H 23.6860 9.3375 14.2334 0.01 -0.15 0.02
H 24.2782 8.1896 15.4653 0.01 0.03 -0.01
H 22.3181 8.7338 16.9521 0.53 0.76 0.35
H 21.3342 10.5517 14.6976 -0.57 -0.26 -0.16
H 22.0794 11.2186 16.0819 0.10 -0.10 0.48
H 19.0901 11.8314 15.9606 0.36 -0.04 -0.39
H 20.3376 12.2244 17.1880 0.51 -0.09 -0.39
H 18.9652 11.3104 17.5900 -0.06 -0.40 -0.01
H 21.9774 7.0864 15.6468 0.10 -0.21 -0.27
H 20.6607 7.9668 15.5136 -0.12 -0.13 -0.02
C 16.9053 9.0438 14.4600 0.84 -1.68 -1.32
C 18.2470 8.2584 14.6164 -0.65 0.52 1.35
O 18.5001 8.1221 16.0478 0.02 0.10 -0.70
O 16.9782 10.3695 14.9593 0.37 -0.25 0.54
H 16.1131 8.4564 14.9266 -0.08 0.19 0.23
H 16.6461 9.1289 13.4043 0.07 -0.09 -0.05
H 19.0946 8.7470 14.1323 -0.08 0.22 -0.09
H 18.2471 7.2199 14.2867 -0.59 0.18 -0.60
H 18.9764 8.9205 16.3130 0.17 0.01 0.27
H 16.7926 10.3147 15.9054 -0.08 0.45 0.21
C 13.4402 9.5429 16.9505 -0.65 -0.56 -1.78
C 14.2484 8.3353 17.3574 -0.07 0.47 0.65
O 14.2291 7.2930 16.4050 -0.13 0.05 0.18
O 13.5033 10.5309 17.9378 -0.07 0.03 -0.12
H 12.4252 9.2323 16.6872 -0.31 -0.02 0.84
H 13.7193 9.9341 15.9649 0.72 0.11 0.01
H 13.7915 8.0427 18.3069 0.14 -0.34 0.09
H 15.2714 8.6527 17.5834 0.19 -0.02 -0.05
H 14.4300 6.5018 16.9135 0.12 -0.24 -0.35
H 14.3447 10.9516 17.7210 0.16 0.50 0.52
C 18.3254 4.3531 16.4491 0.68 -0.89 1.50
C 18.3051 3.7393 17.9162 -0.76 0.32 -1.04
O 19.4574 2.9772 18.2476 -0.05 0.61 -0.10
O 17.3629 5.3471 16.3234 -0.89 0.16 -0.22
H 18.1405 3.5062 15.7829 -0.11 0.15 -0.36
H 19.3005 4.7807 16.2065 0.27 -0.30 0.24
H 17.4251 3.0978 18.0213 -0.15 -0.14 -0.36
H 18.0737 4.5343 18.6255 0.88 0.14 0.15
H 19.6398 2.4257 17.4813 0.10 -0.14 0.07
H 17.7954 6.1733 16.0907 -0.03 0.22 0.31
C 16.1790 12.9361 17.1529 0.89 -0.82 -0.45
O 15.9540 11.7460 17.2646 -0.34 -1.26 -0.05
N 16.7425 13.4581 16.0418 -0.25 -0.44 -0.70
N 16.0114 13.8101 18.1156 -0.35 1.81 1.29
H 17.0893 14.4000 16.0352 0.09 -0.21 -0.50
H 16.7891 12.7817 15.2943 0.37 0.51 -0.36
H 16.0631 14.7662 17.8079 -0.20 0.16 0.87
H 15.7151 13.5394 19.0378 -0.13 0.10 -0.17
C 22.6182 10.0162 11.7076 -0.38 -0.75 0.76
O 23.7791 9.9056 12.0697 0.11 -0.32 -0.03
N 21.5934 9.1788 11.9404 0.54 -1.79 0.96
N 22.1578 11.0581 11.0481 0.79 3.09 -1.55
H 21.8350 8.4958 12.6453 -0.78 -0.26 0.09
H 20.6546 9.5164 11.7943 -0.15 -0.51 0.31
H 22.8837 11.7386 10.8818 -0.57 0.31 -0.39
H 21.1988 11.1704 10.7733 0.28 0.14 -0.07
C 13.8301 10.5826 12.9995 1.90 -3.41 0.43
O 14.0902 9.3800 12.8214 0.43 0.82 0.06
N 12.6716 11.0549 12.6320 -1.92 1.54 -0.53
N 14.6807 11.4065 13.6245 0.18 0.87 -0.13
H 12.0763 10.3816 12.1770 -0.20 0.46 -0.14
H 12.6113 12.0571 12.5580 -0.79 -0.22 -0.34
H 15.5592 11.0147 13.9473 -0.24 0.40 0.28
H 14.3110 12.3005 13.9008 0.55 -0.01 0.32
C 18.7080 11.4032 11.8616 -1.09 -2.53 -0.40
O 18.4491 10.2020 11.6306 0.82 1.43 -0.20
N 18.9721 12.3349 10.9541 0.82 1.32 -1.95
N 18.6527 11.8728 13.0958 -0.04 -0.21 1.77
H 19.1715 12.0953 9.9964 -0.23 -0.14 0.11
H 19.3158 13.2255 11.2732 -0.03 -0.03 -0.21
H 18.3737 11.1419 13.7363 -0.02 0.60 0.69
H 18.8526 12.8223 13.3547 -0.04 -0.21 0.15
```
Forces are in eV/Å.

Energy relative to the best compared isomer or geometry (same formula, charge and spin) ... 0.0000 eV
2S+1 ... 1
HOMO level ... -0.280 hartree
Largest force on an atom ... 3.9 eV/Å
Energy ... -2169.8944 hartree
HOMO-LUMO gap ... 7.30 eV
SMILES string ... COC[C@H](C)N.COC[C@H](C)N.NC(N)=O.NC(N)=O.NC(N)=O.NC(N)=O.OCCO.OCCO.OCCO

=====

Record 2
DFT (ωB97M-V with the def2-TZVPD basis set) results for a molecular structure, C18H57AgF3O14 at a distorted geometry.

```
93
Properties=species:S:1:pos:R:3:forces:R:3
Ag 2.8679 -2.4233 1.5393 -1.54 0.46 0.12
C 5.0363 0.5576 1.3089 0.16 -0.17 3.91
O 5.6474 0.8204 2.6073 -0.69 -0.13 -1.20
O 4.1259 -0.4986 1.5694 1.19 2.33 -1.31
C 4.4980 1.9333 0.7367 -2.01 -0.88 1.39
F 4.0310 1.7071 -0.4383 -0.89 -0.99 -3.04
F 3.4633 2.5136 1.3953 0.70 -0.74 0.80
F 5.4221 2.8291 0.6201 1.88 0.89 0.38
C 6.9733 1.2991 2.6822 1.26 0.54 0.63
C 7.4331 1.4327 4.1415 -0.92 -0.11 -0.22
H 7.2785 0.5144 4.7079 0.23 -0.15 -0.17
H 8.4858 1.7151 4.1315 -0.06 -0.02 0.15
H 6.8394 2.1868 4.6582 0.14 0.18 -0.06
H 7.1215 2.2842 2.2397 -0.44 0.10 -0.25
H 7.7231 0.6658 2.2080 -0.33 -0.59 -0.45
H 5.7911 0.1480 0.6376 0.01 -0.08 -0.54
C -1.6499 -1.1676 0.6236 0.28 -0.02 -0.14
C -0.1063 -1.0933 0.4727 0.91 -0.96 -0.25
C 0.3570 0.3260 0.1717 -0.30 0.87 0.87
O 0.6162 -1.7334 1.5080 -0.25 0.55 0.68
H -2.0170 -0.8502 1.5996 0.22 0.04 0.19
H -2.0560 -2.1578 0.4175 0.31 -0.30 0.28
H -2.1483 -0.5376 -0.1132 0.10 0.32 -0.15
H 0.1544 -1.6479 -0.4288 -0.29 -0.30 -0.59
H -0.0227 0.7309 -0.7663 0.04 -0.24 -0.20
H 1.4338 0.4898 0.2124 0.20 -0.49 -0.19
H -0.0091 1.0053 0.9416 -0.20 0.13 0.16
C -5.4125 -1.5004 1.3411 0.38 -0.62 0.08
O -5.8407 -0.3385 0.6887 -0.27 0.69 -0.24
H -4.5053 -1.8485 0.8472 0.07 -0.43 0.22
H -5.1699 -1.3157 2.3875 -0.04 0.30 -0.03
H -6.1876 -2.2665 1.3240 0.00 -0.22 -0.08
H -5.5533 -0.4160 -0.2240 -0.15 0.15 -0.04
C 0.0432 -3.2992 -3.2067 0.90 -0.67 1.56
O -0.1851 -3.0527 -4.5108 0.01 0.32 -2.36
H 1.0274 -3.7644 -3.1519 0.18 -0.05 0.30
H 0.0725 -2.3919 -2.6035 -0.09 0.12 0.36
H -0.6545 -4.0241 -2.7872 -0.26 -0.04 0.35
H -0.9628 -2.4946 -4.5833 -0.55 0.04 -0.24
C -0.1665 1.2389 3.6323 0.40 -0.19 -0.16
O 0.6298 0.0736 3.8948 -0.59 1.24 0.55
H -1.1474 1.0182 3.2113 -0.22 -0.32 0.12
H -0.3158 1.8342 4.5331 0.13 -0.35 0.19
H 0.3016 1.9036 2.9062 0.32 0.08 -0.09
H 0.5674 -0.5023 3.1293 0.06 -0.52 -0.80
C -1.9983 -2.2129 4.1416 0.07 -0.37 0.47
O -0.9041 -2.9722 3.7099 0.50 -0.08 0.01
H -2.1099 -2.5618 5.1682 -0.92 0.08 -0.02
H -1.8932 -1.1302 4.2117 0.61 0.15 -0.23
H -2.8451 -2.4030 3.4821 -0.49 -0.14 0.30
H -0.3921 -2.5010 3.0486 0.31 0.31 -0.80
C -3.6558 -3.3597 -2.3554 0.26 -1.24 -0.14
O -4.5746 -2.5833 -3.0920 -0.32 0.89 0.27
H -3.3456 -4.1704 -3.0147 0.30 -0.30 0.21
H -2.7552 -2.8006 -2.1012 -0.29 0.28 0.07
H -4.1036 -3.7967 -1.4629 0.06 0.17 0.14
H -5.4307 -3.0176 -3.0791 0.01 0.04 -0.15
C -4.3495 1.9155 2.0048 -2.14 -0.10 0.82
O -4.2199 3.0644 2.8122 2.02 1.02 0.35
H -5.2472 2.1560 1.4353 0.17 -0.99 -0.73
H -3.5135 1.5920 1.3846 0.32 0.96 0.11
H -4.5460 1.0738 2.6689 -0.20 -0.35 -0.20
H -5.0356 3.3089 3.2555 -0.09 -0.46 -0.30
C 1.4917 1.1258 -3.3128 0.19 0.04 0.39
O 1.9462 0.9400 -4.6144 0.68 0.00 -1.35
H 0.8541 2.0046 -3.2159 -0.27 -0.18 0.17
H 1.0358 0.1922 -2.9832 -0.41 0.16 0.49
H 2.3828 1.3111 -2.7131 -0.05 -0.04 0.18
H 1.2455 1.0435 -5.2624 -0.10 0.00 0.16
C 0.9087 4.1942 -0.2469 0.14 -0.48 1.52
O 0.5704 4.5256 -1.5444 0.30 0.51 -0.65
H 0.0483 4.1575 0.4212 -0.32 0.11 0.10
H 1.3984 3.2289 -0.1178 0.10 -0.36 -0.40
H 1.5978 4.9012 0.2150 -0.01 0.37 -0.45
H -0.1637 3.9806 -1.8372 -0.14 -0.12 -0.21
C -1.9594 -0.3427 -3.8925 0.74 0.50 -0.19
O -2.4270 -1.5468 -4.4531 0.24 0.40 0.07
H -1.6694 -0.3919 -2.8429 -0.31 -0.35 0.32
H -1.0235 -0.0865 -4.3892 -0.09 0.05 -0.27
H -2.6577 0.4830 -4.0286 -0.19 0.02 -0.04
H -3.2137 -1.8088 -3.9693 -0.56 -0.19 -0.18
C -2.1267 2.2917 -1.3772 -1.52 0.00 -0.11
O -1.5183 2.8395 -2.5428 0.39 -0.20 0.46
H -1.7363 2.7142 -0.4514 0.47 -0.04 -0.34
H -3.1882 2.5394 -1.3809 -0.20 0.30 0.08
H -2.1421 1.2025 -1.3397 0.63 -0.03 -0.04
H -2.0583 2.6280 -3.3079 -0.01 0.05 0.02
C 3.2284 -1.6143 -1.6481 0.45 1.64 -0.19
O 3.0404 -2.6647 -0.7395 0.13 -1.01 -0.49
H 4.2874 -1.4170 -1.8150 0.27 -0.15 -0.08
H 2.7717 -1.7932 -2.6215 -0.29 -0.01 0.14
H 2.8529 -0.7051 -1.1787 -0.35 -0.10 -0.22
H 3.3136 -3.4369 -1.2401 -0.10 -0.52 0.41
```
Forces are in eV/Å.

Energy relative to the best compared isomer or geometry (same formula, charge and spin) ... 2.3672 eV
2S+1 ... 2
HOMO level (alpha / beta) ... -0.300 / -0.299 hartree
Largest force on an atom ... 3.9 eV/Å
Energy ... -2219.5561 hartree
HOMO-LUMO gap (alpha / beta) ... 7.42 / 4.52 eV